DFT (ωB97M-V with the def2-TZVPD basis set) results for a structure of composition C19H25BClCrN6.

## Properties
Relative energy (zero: lowest compared OMol25 entry of this formula, charge and spin) = 0.953 eV
HOMO level (alpha / beta) = -7.798 / -7.737 eV
LUMO (alpha / beta) = -0.7 / 0.6 eV
Frontier orbital gap (alpha / beta) = 0.2612 / 0.3053 Ha
E = -70672.2117 eV
2S+1 = 2

Each line ends with the natural charge from an NBO analysis.
Geometry (Å):
Cr 0.79 -0.35 -0.12  0.94
C -0.27 0.72 -4.08  -0.34
C 0.59 0.75 -2.98  0.00
N 0.11 -0.01 -2.00  -0.31
N -1.06 -0.54 -2.44  -0.31
C -1.30 -0.12 -3.69  0.01
B -1.72 -1.68 -1.63  0.54
N -2.17 -1.17 -0.24  -0.33
C -3.28 -1.56 0.41  0.00
C -3.05 -1.41 1.76  -0.35
C -1.74 -0.94 1.85  -0.02
N -1.21 -0.76 0.64  -0.31
N -0.62 -2.75 -1.31  -0.30
C -0.58 -4.06 -1.58  0.00
C 0.56 -4.58 -1.01  -0.35
C 1.18 -3.49 -0.40  0.00
N 0.45 -2.39 -0.56  -0.32
H -0.16 1.23 -5.02  0.23
H 1.54 1.25 -2.85  0.23
H -2.18 -0.47 -4.22  0.23
H -2.64 -2.16 -2.23  -0.03
H -4.13 -1.93 -0.13  0.23
H -3.73 -1.63 2.57  0.23
H -1.16 -0.71 2.73  0.21
H -1.36 -4.53 -2.16  0.22
H 0.91 -5.61 -1.05  0.23
H 2.13 -3.44 0.12  0.23
C -0.28 1.73 1.57  0.03
C 0.74 1.07 2.25  -0.03
C 1.88 1.08 1.40  -0.04
C 1.54 1.74 0.17  -0.15
C 0.18 2.07 0.27  -0.04
C -0.66 2.78 -0.76  -0.64
C 2.53 2.39 -0.75  -0.63
C 3.27 0.80 1.86  -0.65
C 0.76 0.59 3.67  -0.65
C -1.65 2.08 2.07  -0.65
H -0.96 3.77 -0.39  0.22
H -1.57 2.22 -0.99  0.22
H -0.11 2.93 -1.69  0.22
H 3.10 3.14 -0.19  0.22
H 2.03 2.92 -1.56  0.21
H 3.24 1.68 -1.17  0.24
H 3.68 1.70 2.33  0.22
H 3.92 0.52 1.03  0.25
H 3.30 0.00 2.61  0.21
H 1.35 1.27 4.30  0.22
H 1.21 -0.40 3.77  0.22
H -0.24 0.54 4.11  0.21
H -1.85 1.69 3.06  0.22
H -2.42 1.71 1.39  0.23
H -1.76 3.17 2.12  0.23
Cl 2.88 -0.86 -0.86  -0.49